# 1
{"formula": "C5H8O", "method": "ωB97M-V/def2-TZVPD", "relative_energy_kcal_mol": 54.1, "lumo_energy_ev": 1.141, "homo_lumo_gap_ev": 10.15, "species": ["C", "C", "C", "C", "C", "O", "H", "H", "H", "H", "H", "H", "H", "H"], "coordinates": [[1.748351, 0.379308, 0.595711], [0.325596, 0.163365, 0.152153], [-0.424880, -1.097700, 0.474253], [-0.553236, -0.513111, -0.899274], [-1.432166, 0.717260, -0.737119], [-0.507389, 1.318935, 0.193865], [2.350950, 1.004347, -0.068783], [1.694991, 0.888977, 1.568197], [2.264213, -0.570500, 0.765777], [-1.298454, -1.123729, 1.121507], [0.230148, -1.964654, 0.529855], [-0.412875, -1.071851, -1.819593], [-2.395442, 0.549871, -0.239662], [-1.589808, 1.319483, -1.636887]], "forces_ev_per_angstrom": [[-0.039, -0.022, -0.096], [0.299, -0.154, 0.228], [-0.055, -0.110, 0.178], [-0.014, -0.040, -0.228], [-0.266, -0.011, -0.155], [-0.068, 0.042, 0.224], [-0.206, -0.076, -0.052], [-0.027, -0.085, -0.193], [-0.107, 0.125, -0.158], [0.132, 0.088, 0.066], [-0.148, 0.098, 0.061], [0.222, 0.186, 0.166], [0.036, -0.076, -0.203], [0.240, 0.035, 0.162]]}

# 2
{"formula": "C31H38IrNO2", "method": "ωB97M-V/def2-TZVPD", "s2": 6.0614, "multiplicity": 5, "relative_energy_kcal_mol": 8.8, "lumo_energy_ev": [0.596, -1.539], "homo_lumo_gap_ev": [4.26, 6.30], "species": ["O", "C", "C", "H", "H", "C", "H", "H", "C", "H", "H", "H", "C", "H", "H", "H", "Ir", "C", "C", "C", "H", "C", "C", "H", "H", "H", "H", "C", "C", "C", "H", "C", "C", "H", "H", "H", "H", "O", "C", "C", "H", "H", "C", "H", "H", "C", "H", "H", "H", "H", "C", "C", "C", "C", "C", "C", "N", "C", "C", "C", "C", "C", "C", "H", "H", "H", "H", "H", "H", "H", "H", "H", "H"], "coordinates": [[-0.561008, -1.452267, -2.829699], [-0.758978, -0.317860, -3.750152], [-0.569566, -1.126512, -5.005775], [0.009202, 0.441281, -3.582963], [-1.766922, 0.098825, -3.624443], [-0.457716, -2.310496, -4.027339], [0.365674, -0.888553, -5.517932], [-1.450419, -1.179363, -5.635922], [0.866551, -3.032331, -4.211566], [1.712689, -2.469529, -3.783994], [1.050127, -3.148715, -5.289232], [0.802167, -4.049941, -3.798843], [-1.645322, -3.234807, -4.089799], [-2.568417, -2.648313, -4.075221], [-1.629401, -3.940918, -3.248342], [-1.589722, -3.809109, -5.021005], [-0.740321, -1.765805, -0.308930], [-2.466162, -2.283373, 0.794512], [-2.004642, -0.988782, 1.236874], [-2.147268, -0.067050, 0.143174], [-1.606480, -0.739990, 2.217205], [-2.666228, -0.792427, -0.974038], [-2.861669, -2.159542, -0.591761], [-3.216480, -2.967832, -1.227249], [-2.477275, -3.203416, 1.373314], [-1.874932, 0.982154, 0.191021], [-2.903998, -0.387404, -1.952591], [0.558004, -2.630599, 1.140853], [0.416690, -3.553657, 0.047625], [0.944902, -2.921937, -1.121904], [-0.055067, -4.533312, 0.068554], [1.416884, -1.609670, -0.765457], [1.177636, -1.436796, 0.638742], [1.378146, -0.560570, 1.243955], [0.269752, -2.808171, 2.172739], [0.974988, -3.393985, -2.085728], [1.815011, -0.855844, -1.436115], [1.770426, 2.950036, -2.552891], [0.838511, 2.108136, -1.847582], [-0.588367, 2.696844, -1.935402], [1.170302, 2.053226, -0.796146], [0.919668, 1.060399, -2.205046], [-0.471942, 3.860265, -2.942819], [-0.868134, 3.103048, -0.948209], [-1.327076, 1.950274, -2.246615], [1.042959, 4.098873, -3.050562], [-1.015358, 4.729591, -2.561088], [-0.894818, 3.585498, -3.923358], [1.294870, 5.001785, -2.458182], [1.387327, 4.289242, -4.078123], [1.143883, 4.472966, 2.188673], [1.324689, 3.408508, 1.289161], [1.035610, 2.103485, 1.680861], [0.621692, 1.799753, 3.009623], [0.473185, 2.896339, 3.908394], [0.740178, 4.205477, 3.504185], [0.376601, 0.491464, 3.349564], [0.643052, -0.015771, 4.591626], [1.651049, 0.523834, 5.443444], [1.877514, -0.008490, 6.704386], [1.138018, -1.111062, 7.159341], [0.153332, -1.670421, 6.336823], [-0.087440, -1.143408, 5.074458], [1.338181, 5.497904, 1.855826], [1.701334, 3.603153, 0.284646], [1.163947, 1.269812, 0.994049], [0.177467, 2.680445, 4.932037], [0.647814, 5.019709, 4.224730], [2.223690, 1.392185, 5.100260], [2.631532, 0.442616, 7.345821], [1.329060, -1.533724, 8.146938], [-0.434359, -2.523061, 6.679304], [-0.868821, -1.542290, 4.429271]], "forces_ev_per_angstrom": [[0.127, 0.672, -2.198], [-0.226, 0.789, 1.002], [0.014, -0.186, 0.792], [-0.393, -0.078, -0.070], [0.292, 0.054, 0.032], [0.220, -0.508, -0.580], [-0.356, -0.137, -0.195], [0.179, 0.075, -0.354], [0.083, -0.459, -0.119], [-0.349, -0.270, -0.137], [-0.094, 0.052, 0.221], [0.356, 0.293, -0.060], [0.102, -0.297, 0.044], [0.015, -0.184, 0.053], [-0.077, 0.214, -0.120], [-0.142, 0.033, 0.077], [-0.104, 1.344, -5.582], [-1.754, 0.069, 0.572], [-1.645, 0.553, 0.887], [-0.906, 0.520, 0.596], [-0.154, -0.026, -0.305], [-1.312, 0.444, 0.529], [-1.009, -0.077, 0.527], [-0.010, 0.309, 0.238], [-0.114, 0.306, -0.116], [-0.165, -0.222, -0.108], [0.219, -0.075, 0.257], [1.762, -0.993, 0.938], [1.413, -1.127, 0.364], [1.016, -0.967, 0.862], [0.314, 0.228, 0.094], [0.775, -0.203, 0.702], [1.720, -0.120, 0.695], [0.125, -0.407, -0.182], [0.083, 0.064, -0.251], [-0.052, 0.190, 0.370], [-0.025, -0.236, 0.163], [-1.520, 0.358, -0.230], [0.450, -0.631, 0.763], [0.443, 0.170, 0.170], [-0.236, 0.034, -0.594], [-0.035, 0.761, -0.015], [0.093, -0.630, -0.271], [-0.006, -0.315, -0.352], [0.164, 0.173, 0.211], [0.443, 0.639, 0.095], [0.216, -0.026, -0.264], [0.128, 0.080, 0.363], [0.148, -0.465, -0.099], [-0.177, -0.111, 0.272], [0.137, -0.252, 0.006], [-0.249, -0.006, 0.495], [-0.099, -0.024, 0.367], [0.385, 0.851, 0.071], [0.355, -0.160, -0.211], [-0.089, -0.267, -0.236], [-0.191, -0.329, -0.041], [0.170, 0.330, 0.585], [-0.227, 0.194, 0.034], [-0.153, -0.226, -0.065], [0.036, 0.147, -0.153], [0.042, 0.141, -0.228], [0.194, 0.337, -0.323], [-0.038, -0.403, 0.226], [-0.143, 0.003, 0.258], [-0.076, 0.281, 0.139], [-0.070, 0.138, -0.177], [-0.075, -0.223, -0.232], [-0.148, -0.458, 0.115], [-0.091, -0.141, -0.125], [-0.054, 0.157, -0.285], [0.178, 0.242, -0.065], [0.168, -0.009, 0.157]]}